Entry from OMol25: an isolated molecule of C3H3N3O2 in a non-equilibrium geometry (ωB97M-V with the def2-TZVPD basis set).

Geometry as XYZ:
```
11
Properties=species:S:1:pos:R:3:forces:R:3
H -1.3887 1.5706 -0.0670 2.333 1.239 0.236
N -0.3309 1.8711 -0.0363 -2.160 -2.931 -0.037
C 0.2893 0.7092 -0.0471 -8.709 5.651 -1.336
C 1.5430 0.5254 -0.0797 15.033 2.733 4.439
N 1.9489 -0.6589 0.2441 1.626 1.481 -1.872
O 0.9319 -1.4064 -0.0367 -2.156 -3.539 0.474
N -0.1285 -0.5424 -0.1898 -4.413 -3.282 -0.408
C -1.4353 -1.0490 -0.0830 -1.215 3.808 1.610
O -2.3337 -0.2120 0.2301 2.523 -3.617 -1.537
H 2.3785 1.3241 0.2856 -2.387 -1.577 -1.565
H -1.4747 -2.1317 -0.2201 -0.474 0.033 -0.004
```
Forces are in eV/Å.

Lowest unoccupied orbital energy (eV): -0.633
Frontier orbital gap (eV): 8.7191
Molar mass (g mol⁻¹): 113.08
Relative energy (zero: lowest compared OMol25 entry of this formula, charge and spin) (eV): 6.963
Maximum force (hartree/bohr): 0.309

Entry from OMol25: a structure of composition C3H3N3O2 in a non-equilibrium geometry (ωB97M-V with the def2-TZVPD basis set).

Geometry as XYZ:
```
11
Properties=species:S:1:pos:R:3:forces:R:3
C 2.5474 -0.1014 -0.1686 -3.978 2.164 1.985
C 1.1625 0.1854 0.1777 4.139 0.498 -0.417
C -1.0914 -0.4901 -0.0101 -2.274 4.474 -1.970
H 2.9027 1.0748 0.6577 0.572 -4.026 -3.122
H 3.0091 -1.1951 -0.9446 -1.372 4.050 3.033
H 0.9511 1.3701 0.7865 -0.160 -4.440 -2.066
N -2.2733 -1.2728 0.1479 3.865 1.271 -0.687
N -3.1498 -0.4172 -0.0182 -5.129 -1.368 1.456
N -1.4771 0.8235 -0.3095 4.392 -2.849 1.598
O 0.1652 -0.7971 -0.1778 1.340 0.156 1.140
O -2.7463 0.8198 -0.1409 -1.395 0.070 -0.952
```
Forces are in eV/Å.

Lowest unoccupied orbital energy (eV): 0.160
Frontier orbital gap (eV): 9.7733
Molar mass (g mol⁻¹): 113.08
Relative energy (zero: lowest compared OMol25 entry of this formula, charge and spin) (eV): 10.818
Maximum force (hartree/bohr): 0.107

Entry from OMol25: an isolated molecule of C3H3N3O2 in a non-equilibrium geometry (ωB97M-V with the def2-TZVPD basis set).

Geometry as XYZ:
```
11
Properties=species:S:1:pos:R:3:forces:R:3
N -1.7194 -0.7097 -0.1302 -2.435 8.449 3.693
C -0.4342 -0.3167 -0.0327 0.185 -2.980 -2.744
C -0.2531 1.0651 0.1893 2.670 3.351 -0.556
N 0.8643 1.6080 -0.3581 -2.357 0.380 3.086
O 1.9442 0.8597 -0.3184 -1.652 -1.311 -1.116
C 1.7409 -0.5940 -0.0936 4.195 -1.292 -1.148
O 2.8586 -1.0182 0.2850 -5.135 0.119 -1.156
N 0.4916 -1.1460 -0.6448 1.818 3.126 4.460
H -2.4758 -0.0074 0.5663 3.116 -2.866 -3.121
H -2.0397 -1.5685 -0.1033 -1.145 -5.504 -0.052
H -0.9774 1.8277 0.6404 0.741 -1.472 -1.345
```
Forces are in eV/Å.

Lowest unoccupied orbital energy (eV): -0.909
Frontier orbital gap (eV): 9.2135
Molar mass (g mol⁻¹): 113.08
Relative energy (zero: lowest compared OMol25 entry of this formula, charge and spin) (eV): 5.633
Maximum force (hartree/bohr): 0.185

Entry from OMol25: a structure of composition C3H3N3O2 in a non-equilibrium geometry (ωB97M-V with the def2-TZVPD basis set).

Geometry as XYZ:
```
11
Properties=species:S:1:pos:R:3:forces:R:3
C -0.4384 -0.8239 -0.2430 -1.639 1.368 4.379
C 0.6717 1.3829 -0.0733 2.580 -0.592 -1.029
C -0.6841 0.7396 -0.0132 4.160 1.285 0.051
H -2.4437 -0.1805 0.1779 2.485 -3.192 -1.830
H -2.3832 -2.2656 -0.1554 3.415 4.564 -0.286
H 0.8798 2.5180 -0.2632 -0.730 -2.301 0.559
N -1.7525 -1.1430 -0.2517 -4.570 -3.298 1.391
N 0.6694 -1.4157 0.3909 -1.883 1.947 -3.614
N 1.8368 0.6786 -0.1757 -2.703 0.427 0.660
O 1.8849 -0.6880 0.0513 -1.859 1.407 0.391
O -1.7129 1.3501 0.2579 0.745 -1.616 -0.671
```
Forces are in eV/Å.

Lowest unoccupied orbital energy (eV): -0.785
Frontier orbital gap (eV): 8.6304
Molar mass (g mol⁻¹): 113.08
Relative energy (zero: lowest compared OMol25 entry of this formula, charge and spin) (eV): 8.576
Maximum force (hartree/bohr): 0.113

Entry from OMol25: an isolated molecule of C3H3N3O2 in a non-equilibrium geometry (ωB97M-V with the def2-TZVPD basis set).

Geometry as XYZ:
```
11
Properties=species:S:1:pos:R:3:forces:R:3
H -1.5273 3.2304 0.1635 3.596 -2.799 0.405
N -0.4961 2.6734 0.0925 -2.946 -2.124 -1.518
C -0.5291 1.3388 0.0073 0.362 2.443 2.243
N -1.3416 0.4589 0.6691 -2.932 -1.814 0.754
N -1.2144 -0.8449 0.8908 2.494 2.682 -0.950
C -0.0055 -1.4046 0.4494 -0.830 1.744 0.710
C 0.7512 -0.6050 -0.3779 -2.089 -0.254 0.230
O 1.5193 -1.1588 -1.2728 3.430 -2.336 1.285
O 0.5463 0.6763 -0.5828 0.813 0.303 -0.926
H 0.3533 -2.3944 0.7123 -0.724 -0.004 -0.098
H 1.9440 -1.9701 -0.7515 -1.174 2.159 -2.135
```
Forces are in eV/Å.

Lowest unoccupied orbital energy (eV): -0.780
Frontier orbital gap (eV): 8.0583
Molar mass (g mol⁻¹): 113.08
Relative energy (zero: lowest compared OMol25 entry of this formula, charge and spin) (eV): 5.449
Maximum force (hartree/bohr): 0.089

Entry from OMol25: an isolated molecule of C3H3N3O2 in a non-equilibrium geometry (ωB97M-V with the def2-TZVPD basis set).

Geometry as XYZ:
```
11
Properties=species:S:1:pos:R:3:forces:R:3
O 0.5427 1.2920 -2.2237 0.243 0.449 -1.167
N 0.3278 0.0043 -1.8236 -0.308 -0.772 1.181
C 0.0314 -0.1100 -0.5772 0.458 0.816 -1.290
C -0.1480 -1.4079 0.0250 -0.033 0.134 0.997
N -0.2755 -1.5497 1.2970 0.159 -0.868 -0.620
N -0.2795 -0.4301 2.1455 -0.489 0.559 -0.809
C -0.2801 0.7029 1.5641 0.650 -0.292 0.397
O -0.0802 0.9800 0.2622 -0.232 -0.539 -0.727
H 0.7600 1.1987 -3.1845 -0.287 0.090 1.227
H -0.1380 -2.2765 -0.6340 -0.066 0.128 0.314
H -0.3505 1.6205 2.1070 -0.096 0.295 0.496
```
Forces are in eV/Å.

Lowest unoccupied orbital energy (eV): -0.028
Frontier orbital gap (eV): 9.1851
Molar mass (g mol⁻¹): 113.08
Relative energy (zero: lowest compared OMol25 entry of this formula, charge and spin) (eV): 4.666
Maximum force (hartree/bohr): 0.031

Entry from OMol25: an isolated molecule of C3H3N3O2 in a non-equilibrium geometry (ωB97M-V with the def2-TZVPD basis set).

Geometry as XYZ:
```
11
Properties=species:S:1:pos:R:3:forces:R:3
O 3.2414 -0.0474 -0.1371 -6.615 1.127 0.091
C 1.9396 0.0501 -0.0799 3.935 -1.439 0.692
N 1.1592 1.1944 0.0395 -1.735 0.816 -1.396
C -0.1794 1.2015 -0.1217 2.168 1.435 2.511
N -0.9174 0.0422 -0.1534 1.118 -0.647 0.343
O -2.3434 -0.0231 -0.1610 1.430 0.280 -0.653
C -0.1035 -1.1570 -0.0567 0.458 2.630 -0.452
N 1.1782 -1.1503 0.0293 -1.034 -0.674 -0.531
H -0.5943 2.2727 0.1175 -0.026 -2.505 -0.968
H -2.6760 -0.3672 0.6867 0.726 0.194 0.079
H -0.7045 -2.0160 -0.1631 -0.425 -1.219 0.284
```
Forces are in eV/Å.

Lowest unoccupied orbital energy (eV): -0.248
Frontier orbital gap (eV): 9.6100
Molar mass (g mol⁻¹): 113.08
Relative energy (zero: lowest compared OMol25 entry of this formula, charge and spin) (eV): 4.534
Maximum force (hartree/bohr): 0.131

Entry from OMol25: an isolated molecule of C3H3N3O2 in a non-equilibrium geometry (ωB97M-V with the def2-TZVPD basis set).

Geometry as XYZ:
```
11
Properties=species:S:1:pos:R:3:forces:R:3
O -2.4095 -0.7251 -0.0189 -1.781 0.338 0.294
C -1.8777 0.4705 -0.0685 5.540 -2.024 0.429
C -0.4315 0.4751 -0.0308 -1.814 2.013 0.319
N 0.3300 1.6647 -0.0549 0.954 -1.948 1.102
N 1.5781 1.2408 0.1148 -1.179 2.306 -1.760
C 1.5769 -0.1090 0.0044 -0.990 1.453 1.563
O 2.7534 -0.7348 -0.1061 -1.488 0.277 0.329
N 0.3707 -0.6213 0.1411 0.123 -1.134 -1.475
H -1.7771 -1.4319 0.2072 0.413 0.478 -0.316
H -2.4575 1.3615 -0.0730 -0.663 0.288 -0.321
H 2.3443 -1.5905 -0.1152 0.884 -2.047 -0.164
```
Forces are in eV/Å.

Lowest unoccupied orbital energy (eV): -1.233
Frontier orbital gap (eV): 7.9843
Molar mass (g mol⁻¹): 113.08
Relative energy (zero: lowest compared OMol25 entry of this formula, charge and spin) (eV): 3.411
Maximum force (hartree/bohr): 0.115

Entry from OMol25: an isolated molecule of C3H3N3O2S in a non-equilibrium geometry (ωB97M-V with the def2-TZVPD basis set).

Geometry as XYZ:
```
12
Properties=species:S:1:pos:R:3:forces:R:3
C 3.3863 1.2115 -0.1321 -2.712 -0.490 1.391
C 3.6368 -1.6580 0.1235 -0.837 -0.425 0.592
C -0.4460 0.3834 0.1022 0.027 -1.433 1.661
N 4.3429 0.4070 -0.6797 1.960 2.786 -1.434
N 4.2703 -0.8231 -0.4871 0.797 -2.325 -0.117
N 2.2409 0.4070 0.2018 -0.462 0.348 -0.357
O 3.4034 2.4086 -0.0392 0.747 0.232 -0.216
O 3.1945 -2.6076 0.6164 -0.022 -0.231 0.052
S 1.0156 1.1018 0.9318 -0.027 0.657 -0.302
H -1.3847 0.8388 0.6366 1.751 -0.665 -1.576
H -0.3525 -0.6986 0.4729 -0.579 1.278 -0.913
H -0.2892 0.4201 -1.0102 -0.644 0.268 1.220
```
Forces are in eV/Å.

Lowest unoccupied orbital energy (spin up / spin down) (eV): -1.943 / -1.975
Frontier orbital gap (spin up / spin down) (eV): 7.1340 / 7.4027
Molar mass (g mol⁻¹): 145.14
Relative energy (zero: lowest compared OMol25 entry of this formula, charge and spin) (eV): 3.504
Maximum force (hartree/bohr): 0.072

Entry from OMol25: an isolated molecule of C3H3N3O4 in a non-equilibrium geometry (ωB97M-V with the def2-TZVPD basis set).

Geometry as XYZ:
```
13
Properties=species:S:1:pos:R:3:forces:R:3
C 1.3161 0.1605 -0.4660 -3.281 -1.285 3.273
C -0.2710 0.4391 1.3823 0.367 1.980 1.147
C -1.9259 0.0779 -0.2815 1.243 0.368 -2.071
N 2.8800 1.0130 -1.9619 -0.883 -1.940 0.434
N 2.1877 0.3720 -1.3231 4.351 3.037 -3.170
N 1.1716 -0.9669 0.1991 -0.266 1.753 -1.611
O 0.0774 -0.8615 1.1147 0.776 -1.956 0.242
O 0.1409 1.0201 2.3481 -0.194 -0.667 -0.845
O 1.7020 -2.0298 0.0790 -0.045 -0.838 0.696
O -1.1137 0.9644 0.5201 -0.589 -0.713 1.176
H -2.8554 0.6659 -0.3261 0.029 -1.060 -0.131
H -1.9459 -1.0318 -0.0186 -0.259 1.865 0.180
H -1.3640 0.1770 -1.2660 -1.248 -0.543 0.681
```
Forces are in eV/Å.

Lowest unoccupied orbital energy (eV): -1.520
Frontier orbital gap (eV): 8.5018
Molar mass (g mol⁻¹): 145.07
Relative energy (zero: lowest compared OMol25 entry of this formula, charge and spin) (eV): 5.193
Maximum force (hartree/bohr): 0.120